No. 1
{"formula": "C5H6NO3P", "method": "ωB97M-V with the def2-TZVPD basis set", "orbital_gap_ev": 6.17, "total_charge": -2, "symbols": ["O", "P", "O", "O", "C", "C", "C", "C", "N", "C", "H", "H", "H", "H", "H", "H"], "coordinates": [[-1.74774, -1.05078, 2.20995], [-2.48366, 0.12024, 1.71250], [-2.40220, 1.40414, 2.44813], [-3.81051, -0.19877, 1.10618], [-1.37348, 0.49991, -0.04047], [-0.09059, 1.21670, -0.02430], [1.11681, 0.63159, -0.05319], [1.25055, -0.93852, 0.00785], [-0.00892, -1.50850, -0.49374], [-1.08820, -0.83036, -0.46977], [-2.26440, 1.09394, -0.42472], [-0.17440, 2.20662, -0.29689], [1.96173, 1.22134, -0.18838], [2.03026, -1.31108, -0.63281], [1.30724, -1.11399, 1.04990], [-1.88660, -1.50106, -0.70921]]}

***

No. 2
{"formula": "C5H6NO4", "method": "ωB97M-V with the def2-TZVPD basis set", "orbital_gap_ev": 10.36, "total_charge": 1, "symbols": ["C", "C", "C", "C", "C", "N", "O", "O", "O", "O", "H", "H", "H", "H", "H", "H"], "coordinates": [[-0.52544, -0.78094, -0.37015], [1.07903, 0.95693, -0.25710], [-0.61087, 0.62412, 2.15027], [0.17776, -0.77646, -1.69164], [1.08064, 0.50724, -1.65782], [0.00295, 0.06829, 0.41920], [-1.49644, -1.56522, -0.17556], [1.77651, 1.70959, 0.32332], [-0.07253, 1.59700, 2.42833], [-1.45889, -0.08578, 2.91770], [-2.03707, -1.54933, 0.60240], [0.82534, -1.53880, -1.79034], [-0.43096, -0.70729, -2.54561], [0.75249, 1.19316, -2.32343], [2.15511, 0.34055, -1.89836], [-1.21764, 0.00694, 3.86878]]}

***

No. 3
{"formula": "C5H6NO5", "method": "ωB97M-V with the def2-TZVPD basis set", "orbital_gap_ev": 7.18, "total_charge": -1, "symbols": ["C", "C", "C", "C", "C", "N", "O", "O", "O", "O", "O", "H", "H", "H", "H", "H", "H"], "coordinates": [[-0.82070, -0.88397, -0.85815], [-2.40638, -0.99895, 1.43758], [-2.57917, 0.84448, -0.85914], [0.67612, -1.14769, -0.64638], [-1.32939, 0.30973, -0.40308], [-0.52467, 1.30644, 0.30947], [-1.45178, -1.01407, 2.06091], [-2.73585, 2.08778, -0.17920], [-1.40488, -1.79956, -1.40716], [-3.45938, -1.14999, 1.00319], [-3.29386, 0.55163, -1.75813], [1.37211, -0.37500, -1.03958], [1.01698, -2.06553, -1.25891], [0.92739, -1.35310, 0.47345], [-1.93121, 2.22711, 0.33708], [0.05119, 1.67230, -0.48686], [0.07556, 0.79509, 0.98427]]}

***

No. 4
{"formula": "C5H6NiO3", "method": "ωB97M-V with the def2-TZVPD basis set", "orbital_gap_ev": [8.98, 6.74], "total_charge": 1, "multiplicity": 4, "symbols": ["O", "C", "O", "O", "C", "C", "C", "C", "Ni", "H", "H", "H", "H", "H", "H"], "coordinates": [[2.74950, 0.46372, -0.46971], [1.64771, -0.03951, -0.30407], [0.57054, 0.41680, -0.88472], [1.42614, -1.06345, 0.47812], [0.01187, -1.32877, 0.54328], [-0.57107, -0.43086, -0.56084], [-1.73879, 0.40136, -0.13896], [-1.59510, 1.55935, 0.53027], [4.45034, 0.33312, 0.05761], [-0.33662, -1.05592, 1.54612], [-0.15272, -2.39407, 0.36145], [-0.79934, -1.00347, -1.46823], [-2.72423, -0.06962, -0.22097], [-2.32240, 2.17975, -0.11644], [-0.61583, 2.03156, 0.64710]]}

***

In order of appearance, relative energy (zero: lowest compared OMol25 entry of this formula, charge and spin) = 0.00 0.00 22.21 0.00 kJ/mol.